Formula: C18H26BIrNO7S
Source: OMol25
Level of theory: wB97M-V/def2-TZVPD

Geometry (Å):
Ir -0.22430 0.07132 0.43269
S 1.35219 0.55123 2.04514
O -0.44588 2.75989 -1.53344
O -3.78570 1.91029 0.79297
O 3.24910 -2.18196 0.17436
O 1.65451 -2.80381 1.70189
O 0.99480 -1.53198 -0.29220
O -1.62151 1.40139 1.05553
O -1.02684 -2.77960 0.66298
N -1.63255 -0.09950 -1.17422
C 3.89408 -3.11277 1.05769
C -0.11912 -0.71250 6.18136
C -2.80756 1.22968 0.54793
C 3.24126 -2.23261 3.40072
C 2.73201 -4.60114 2.84789
C -1.57648 0.74934 -2.37298
C -2.90123 0.05355 -0.43687
C 0.71059 0.09221 3.62436
C 2.90733 -3.20379 2.27509
C -0.67779 -1.85188 -0.03044
C -1.26579 -1.51427 -1.40764
C -0.67768 -1.28255 5.04373
C 1.26695 0.66194 4.77190
C 5.27296 -2.57657 1.39819
C 0.85814 0.26305 6.03603
C 4.02126 -4.42746 0.29347
C -1.63490 2.24428 -2.08966
C -0.26959 -0.89228 3.77714
B 1.91188 -2.11289 0.53972
H -2.49910 2.47918 -1.46259
H 2.02909 1.42476 4.66155
H -0.44165 -1.02390 7.16757
H 5.20897 -1.58162 1.83331
H -2.12428 -2.14098 -1.67273
H -0.68260 -1.36526 2.89496
H -0.53647 2.74236 -0.57093
H 4.51652 -5.19610 0.88935
H -3.05546 -0.84686 0.16020
H 2.43241 -2.25416 4.13238
H 5.86936 -2.51516 0.48661
H -2.42147 0.49140 -3.02871
H -0.50156 -1.56267 -2.17885
H 4.60853 -4.25063 -0.60861
H 5.78391 -3.23952 2.10085
H 3.67648 -4.97696 3.25015
H 1.30414 0.72043 6.91206
H -1.43730 -2.04988 5.13990
H 2.00526 -4.55685 3.65947
H 3.31547 -1.21234 3.02652
H 2.36064 -5.29834 2.09905
H -3.75160 0.18700 -1.11179
H -0.64667 0.52140 -2.89453
H -1.79382 2.75672 -3.04202
H 4.17348 -2.51205 3.89682
H 3.03869 -4.79428 -0.00640

## Properties
charge: -1
molar mass: 603.5 g/mol
E_LUMO: 2.626 eV
E_HOMO: -4.1 eV
gap between HOMO and LUMO: 6.74 eV
ΔE to the lowest compared entry with this formula, charge and spin: 8.3 kcal per mole

Formula: C6H7N
Source: OMol25
Level of theory: wB97M-V/def2-TZVPD

Geometry (Å):
N -0.78504 -1.16447 0.81594
C -1.70145 -0.98186 -0.00583
C 0.32799 1.21899 0.60209
C 1.37630 -1.00449 -0.37194
C -1.05795 0.20767 -0.62853
C 0.23685 -0.28773 0.21906
C -0.88252 1.48739 -0.15387
H -2.58128 -1.61950 -0.25458
H 1.24250 1.63092 0.22212
H 0.22573 1.52164 1.62064
H 1.04990 -1.22040 -1.49005
H 1.69561 -1.97751 0.10064
H 2.14003 -0.22627 -0.46769
H -1.28670 2.41561 -0.20802

## Properties
SMILES: C[C@@]12CC=C1C=N2
molar mass: 93.1 g/mol
E_LUMO: 0.623 eV
E_HOMO: -8.2 eV
gap between HOMO and LUMO: 8.78 eV
ΔE to the lowest compared entry with this formula, charge and spin: 131.1 kcal per mole

Formula: C2H8N2
Source: OMol25
Level of theory: wB97M-V/def2-TZVPD

Geometry (Å):
N -1.81112 0.24873 -0.12187
N 1.95726 0.03183 -0.01682
C -0.52047 -0.43181 -0.01214
C 0.61181 0.58904 -0.10850
H -0.45526 -1.12814 -0.85444
H -1.97551 0.79724 0.72496
H -0.38530 -1.02745 0.91933
H 0.48553 1.34979 0.67811
H 0.51877 1.12783 -1.06229
H -2.57268 -0.42169 -0.20313
H 2.05407 -0.50897 0.84341
H 2.09289 -0.62640 -0.78662

## Properties
SMILES: NCCN
molar mass: 60.1 g/mol
E_LUMO: 1.137 eV
E_HOMO: -9.2 eV
gap between HOMO and LUMO: 10.36 eV
ΔE to the lowest compared entry with this formula, charge and spin: 0.0 kcal per mole

Formula: C4H6NP
Source: OMol25
Level of theory: wB97M-V/def2-TZVPD

Geometry (Å):
P -2.17205 0.29190 0.10762
N -0.79436 1.19646 -0.20365
C 1.05605 -0.53018 -0.11837
C 0.50929 0.93484 0.28597
C -1.23821 -1.23884 0.09530
C 0.00982 -1.44740 -0.20172
H 1.70861 -0.98684 0.70326
H 1.14834 1.59764 -0.05613
H -1.84614 -2.06578 0.09944
H -0.60335 1.75530 -1.07532
H 0.50799 0.86272 1.33085
H 1.71401 -0.36981 -0.96726

## Properties
molar mass: 99.1 g/mol
E_LUMO (spin up / spin down): -0.606 / -0.274 eV
E_HOMO (spin up / spin down): -7.7 / -7.1 eV
gap between HOMO and LUMO (spin up / spin down): 7.13 / 6.83 eV
ΔE to the lowest compared entry with this formula, charge and spin: 81.3 kcal per mole

Formula: C37H45N6O8P2Ti
Source: OMol25
Level of theory: wB97M-V/def2-TZVPD

Geometry (Å):
Ti -0.20640 -0.14223 2.11570
P -2.10813 1.20287 -0.14869
P 1.15218 1.27533 0.06182
O 4.05216 -2.69294 0.39302
O 0.98288 -3.98506 2.02979
O -0.83788 -1.36423 0.65504
O 0.69218 -1.84186 2.61684
O 2.11268 -1.55356 0.12967
O -0.64203 -3.40788 -0.21034
O -3.35323 1.81855 4.26490
O -1.18780 3.54825 3.51422
N -2.01812 -1.29019 3.33126
N -1.35602 1.22706 3.24481
N 1.33835 -2.80873 -1.91870
N 1.17209 0.94657 3.41398
N 1.10544 0.69321 -2.58204
N -1.73743 0.60781 -2.78754
C 1.56531 3.15350 4.22600
C 3.26474 -2.95371 -3.27795
C -2.56960 2.97012 -0.44216
C 0.61263 3.01072 0.41643
C 3.67704 1.92940 0.95134
C 3.41841 -3.98329 -2.15699
C 2.93752 -2.48581 -0.08532
C -3.50085 -3.09735 3.76824
C -1.51491 0.19773 -5.14503
C -3.70415 -1.11222 -0.02877
C 1.24691 0.37146 -4.95740
C -4.66105 1.04979 0.76399
C -3.79141 0.38675 -0.31887
C 1.75683 -2.75439 -3.35068
C -1.09836 0.84569 -1.61778
C -2.60386 1.01566 3.74892
C 2.40769 0.57865 3.74696
C -4.50955 0.56844 -1.66127
C -2.27077 -2.59547 3.37825
C 0.29180 0.89158 -1.51864
C 0.47988 0.50592 -3.78795
C -4.50348 -2.21015 4.12433
C -2.97267 -0.44102 3.70803
C 0.65261 0.14012 -6.18780
C 2.39821 -3.52633 -1.12511
C 3.76307 0.52849 -1.05487
C 3.03668 2.89490 -1.27243
C -0.39962 -2.56488 0.63964
C 2.84630 2.76842 4.59723
C -0.73180 2.43476 3.43785
C -0.73470 0.04592 -6.27969
C 0.74570 2.19395 3.66303
C -4.23457 -0.85302 4.10730
C 2.96244 1.64724 -0.37778
C 0.53030 -2.87873 1.85083
C 3.26744 1.46541 4.37654
C -0.93882 0.43701 -3.88540
H -3.40307 3.06185 -1.13699
H 3.67589 -3.28274 -4.23217
H 4.40682 -3.99791 -1.70164
H -4.16665 1.10886 1.73162
H -2.59686 0.14237 -5.19482
H -1.46606 -3.26071 3.09348
H -4.95794 -0.10346 4.39395
H 2.32513 0.45395 -4.85976
H -3.04164 -1.62398 -0.72631
H -3.99849 0.03876 -2.45725
H -1.20771 -0.13820 -7.23766
H -4.70919 -1.54008 -0.11887
H 1.92371 -4.32567 -0.55941
H 4.25732 1.13372 4.65744
H 3.75220 1.01168 1.53314
H 2.43450 2.76722 -2.17187
H 3.51109 3.48329 5.06562
H -4.58659 1.61501 -1.95729
H -5.48014 -2.57235 4.41818
H -1.71773 3.48478 -0.88119
H 4.69728 2.26465 0.73523
H 3.75028 -2.01368 -3.00419
H -0.35012 3.01411 0.91942
H 1.32735 3.50423 1.07479
H 1.27155 -3.57826 -3.87560
H -5.57768 0.46445 0.89164
H -2.82792 3.46092 0.49785
H 1.26828 0.03560 -7.07412
H 2.72913 3.80465 -0.75585
H 3.20127 2.70111 1.55905
H 3.26800 0.18173 -1.95668
H 1.43431 -1.81199 -3.78449
H 0.51852 3.59286 -0.49962
H 1.31910 -1.86920 -1.47010
H 0.41260 -3.20203 -1.74823
H 4.07799 3.03560 -1.57924
H -4.95246 2.06311 0.48026
H 3.94350 -0.30338 -0.38333
H -3.33786 -1.31003 0.97705
H 1.17865 4.14949 4.38724
H -3.65869 -4.16664 3.78009
H -5.53064 0.18172 -1.55412
H 4.73393 0.95780 -1.33185
H 2.68226 -0.43692 3.48750
H 3.18446 -4.98455 -2.52763

## Properties
charge: -1
molar mass: 811.6 g/mol
E_LUMO (spin up / spin down): 1.775 / 1.708 eV
<S²>: 2.02
E_HOMO (spin up / spin down): -2.6 / -5.3 eV
2S+1: 3
gap between HOMO and LUMO (spin up / spin down): 4.33 / 7.04 eV
ΔE to the lowest compared entry with this formula, charge and spin: 28.4 kcal per mole

Formula: C21H33N5O3S2
Source: OMol25
Level of theory: wB97M-V/def2-TZVPD

Geometry (Å):
S -1.65141 -1.57500 0.78621
S -3.92072 0.38701 4.55139
O -0.46737 3.10195 -3.35706
O -1.24806 -2.72006 0.02037
O -0.64003 -0.85955 1.51085
N -3.07897 -0.06915 3.26346
N 3.07876 0.68769 -0.52061
N 1.00531 2.11469 -1.97335
N -4.74124 -0.96605 4.80100
N -2.55114 -0.56965 -0.19181
C -3.39860 -1.32884 2.96756
C 2.21162 1.04867 1.78834
C 3.41157 0.69052 0.90661
C -1.25138 -0.00088 -2.21796
C 3.95976 1.55176 -1.30002
C -2.59239 0.81753 0.22441
C -4.86553 -3.17164 3.72165
C -4.36836 -3.92358 2.69219
C -2.43740 -0.76253 -1.62248
C -4.38664 -1.86032 3.87658
C 3.36732 2.00068 -2.63848
C 3.05069 -0.65987 -1.07703
C -1.34744 1.47820 -1.83393
C -3.39422 -3.41102 1.81236
C 2.13249 2.87686 -2.46057
C 1.77180 -2.82326 -1.26314
C 1.80887 2.51165 1.64223
C -2.90783 -2.13976 1.93588
C 1.99587 -1.56057 -0.44039
C -0.23003 2.30852 -2.46420
C -1.39777 1.60626 -0.31060
H 1.22979 1.44188 -1.24865
H -0.32647 -0.43136 -1.83226
H -5.60300 -3.55183 4.40987
H -2.32523 -1.83427 -1.78628
H 2.36004 3.69138 -1.76046
H 2.66379 -3.44683 -1.26844
H -1.25812 -0.11057 -3.30380
H 0.92687 2.72100 2.24273
H 0.94456 -3.38733 -0.84139
H -2.99659 -4.02553 1.02019
H -3.53144 1.24685 -0.14186
H 2.61439 3.16435 1.97629
H 4.04263 -1.14221 -0.99175
H 4.20765 1.41718 1.10139
H 4.15281 2.45178 -0.71129
H 1.52304 -2.57281 -2.29321
H -3.37359 -0.42326 -2.07872
H -2.27859 1.88077 -2.25121
H 4.13087 2.57807 -3.16297
H -4.71664 -4.93462 2.54769
H -2.59413 0.82454 1.31489
H -1.49172 2.65372 -0.01990
H 3.79900 -0.28994 1.20646
H 1.58427 2.74897 0.60650
H 1.05484 -1.01818 -0.35417
H 4.93068 1.05833 -1.48901
H 3.11414 1.14408 -3.26312
H 2.48823 0.85770 2.82783
H -0.49532 1.19821 0.14410
H 1.82904 3.32125 -3.41244
H 2.82242 -0.57187 -2.14220
H 1.36621 0.40204 1.55426
H 2.28800 -1.84172 0.57149

## Properties
molar mass: 467.7 g/mol
E_LUMO: -1.149 eV
E_HOMO: -8.7 eV
gap between HOMO and LUMO: 7.50 eV
ΔE to the lowest compared entry with this formula, charge and spin: 0.0 kcal per mole

Formula: C2HN4S2
Source: OMol25
Level of theory: wB97M-V/def2-TZVPD

Geometry (Å):
S 4.01416 -1.01121 -0.14496
S 0.95577 -0.01153 0.94679
N 0.76663 0.55935 -1.73907
N 0.97909 0.02224 -2.88794
N 1.20680 -1.24332 -2.70316
N 1.13608 -1.56034 -1.40458
C 0.88586 -0.42701 -0.84964
C 4.63693 -1.45039 -1.47815
H 0.91208 1.21452 0.30152

## Properties
charge: -1
molar mass: 145.2 g/mol
E_LUMO: 3.132 eV
E_HOMO: -4.6 eV
gap between HOMO and LUMO: 7.78 eV
ΔE to the lowest compared entry with this formula, charge and spin: 1.4 kcal per mole

Calculated max |F| in order - 0.71 4.08 0.48 5.83 1.34 1.31 3.09 eV/Å